1.
Below is 2 unconnected molecules or ions with the total composition C5H9N3O2 in a non-equilibrium geometry, with properties calculated with the ωB97M-V functional and the def2-TZVPD basis.

XYZ file:
```
19
Properties=species:S:1:pos:R:3:mulliken_charge:R:1
N -1.09 1.83 0.76 -0.5261
C -1.11 1.20 -0.48 0.3322
N -2.29 0.95 -1.14 -0.6697
C -2.06 -0.12 -1.88 -0.2106
N -0.79 -0.54 -1.77 -0.1090
C -0.10 0.42 -1.03 -0.0047
C 1.29 0.30 -0.62 0.0038
C 1.87 -0.92 0.08 -0.5706
O 2.14 -0.63 -1.29 -0.4640
H -2.00 2.23 0.98 0.3149
H -0.76 1.21 1.58 0.2192
H -2.82 -0.73 -2.37 0.3750
H -0.45 -1.46 -2.01 0.2315
H 1.74 1.26 -0.36 0.4333
H 2.74 -0.80 0.74 0.3152
H 1.26 -1.81 0.22 0.3232
O 0.70 -0.59 3.23 -0.6440
H 0.12 -0.97 2.56 0.3177
H 1.61 -0.83 2.81 0.3326
```

Summary:
LUMO: 0.48 eV
Highest occupied orbital energy: -7.9 eV
Kohn-Sham gap: 8.35 eV
Structure (SMILES): Nc1nc[nH]c1[C@H]1CO1.O



2.
Below is C5H9N3O3 in the gas phase in a non-equilibrium geometry, with properties calculated with the ωB97M-V functional and the def2-TZVPD basis.

XYZ file:
```
20
Properties=species:S:1:pos:R:3:mulliken_charge:R:1
C 1.43 1.49 0.85 -0.2632
C -0.01 1.71 1.02 -0.2500
C 0.81 -0.44 -0.15 0.5267
C -1.61 -0.14 -0.50 -0.9167
C 1.17 -1.90 0.26 -0.8902
N 1.89 0.52 0.18 -0.5791
N -0.49 -0.18 0.32 -0.2667
N -0.45 1.80 2.38 1.0379
O -1.59 2.11 2.71 -0.6169
O 0.34 1.57 3.23 -0.5642
O 0.45 -2.80 -0.53 -0.4703
H 2.01 2.32 1.08 0.4612
H -0.55 2.37 0.44 0.4725
H 0.91 -0.33 -1.20 0.3459
H -1.85 -1.17 -0.95 0.2771
H -2.48 -0.01 0.00 0.3784
H -1.63 0.79 -1.17 0.3164
H 0.92 -1.89 1.36 0.3268
H 2.26 -2.07 0.36 0.3599
H 0.40 -3.58 0.00 0.3146
```

Summary:
LUMO: -1.13 eV
Highest occupied orbital energy: -9.4 eV
Kohn-Sham gap: 8.23 eV



3.
Below is a molecular structure, C5H9N3OS in a non-equilibrium geometry, with properties calculated with the ωB97M-V functional and the def2-TZVPD basis.

XYZ file:
```
19
Properties=species:S:1:pos:R:3:mulliken_charge:R:1
C -2.20 -1.48 -0.49 -0.1265
C -0.78 -1.64 -0.16 0.4713
C -2.32 0.86 -0.26 -0.3426
C -1.22 1.25 0.75 -0.8781
C 2.84 -0.12 -0.33 -0.7660
N -2.86 -0.40 -0.42 -0.5093
N -0.36 -2.71 0.32 -0.6409
N 1.69 -0.72 0.24 -0.4981
O 0.42 0.36 -1.69 -0.5851
S 0.37 -0.19 -0.35 0.7183
H -2.67 -2.33 -0.71 0.5374
H -3.25 1.59 -0.10 0.3100
H -1.84 1.31 -1.13 0.2913
H -0.82 2.17 0.96 0.4270
H -1.27 0.67 1.59 0.4043
H 2.92 -0.09 -1.52 0.2505
H 3.83 -0.72 -0.02 0.2360
H 2.83 0.84 0.12 0.3119
H 0.63 -2.65 0.56 0.3884
```

Summary:
LUMO (alpha / beta): -0.60 / -0.60 eV
Highest occupied orbital energy (alpha / beta): -8.5 / -8.5 eV
Kohn-Sham gap (alpha / beta): 7.90 / 7.90 eV



4.
Below is a molecular structure, C5H9N4 in a non-equilibrium geometry, with properties calculated with the ωB97M-V functional and the def2-TZVPD basis.

XYZ file:
```
18
Properties=species:S:1:pos:R:3:mulliken_charge:R:1
C -1.18 1.93 0.07 -0.4019
C 0.19 1.75 -0.05 0.0003
C -1.75 -0.31 0.03 0.7250
C 0.18 -0.73 0.16 0.3713
C 2.21 0.39 -0.21 -1.2357
N -2.08 0.88 0.00 -0.4601
N 0.76 0.45 -0.01 0.0230
N -2.62 -1.36 -0.05 -0.3655
N 0.93 -1.87 0.22 -0.3137
H -1.61 2.96 0.00 0.3474
H 0.91 2.60 -0.04 0.2741
H 2.47 -0.14 -1.12 0.4222
H 2.55 1.47 -0.24 0.2699
H 2.68 0.02 0.61 0.5113
H -2.44 -2.37 0.04 0.1810
H -3.55 -1.19 -0.23 0.2444
H 0.51 -2.76 0.42 0.2400
H 1.85 -1.73 0.39 0.1667
```

Summary:
LUMO: -3.48 eV
Highest occupied orbital energy: -12.6 eV
Charge: +1
Kohn-Sham gap: 9.11 eV



5.
Below is a gas-phase ion, C5H9N4 (charge +1) in a non-equilibrium geometry, with properties calculated with the ωB97M-V functional and the def2-TZVPD basis.

XYZ file:
```
18
Properties=species:S:1:pos:R:3:mulliken_charge:R:1
C 1.31 -1.77 -0.02 -0.9979
C 0.26 -0.73 0.14 0.7500
N -0.96 -1.08 0.17 -0.4699
C -1.97 -0.17 0.23 0.4758
N -3.23 -0.51 0.19 -0.2353
N -1.61 1.27 0.15 -0.4744
C -0.40 1.52 -0.08 0.1001
N 0.66 0.63 0.03 -0.1160
C 2.02 1.26 -0.15 -0.8814
H 1.80 -2.11 0.91 0.2631
H 2.03 -1.26 -0.62 0.3112
H 0.78 -2.72 -0.46 0.3304
H -3.92 0.16 0.25 0.2399
H -3.35 -1.43 0.17 0.2309
H -0.17 2.59 -0.26 0.4031
H 2.77 0.55 -0.51 0.3717
H 1.86 2.00 -0.90 0.3315
H 2.11 1.79 0.77 0.3672
```

Summary:
LUMO: -4.13 eV
Highest occupied orbital energy: -14.4 eV
Charge: +1
Kohn-Sham gap: 10.24 eV
Structure (SMILES): Cc1nc(=[NH2+])ncn1C



6.
Below is 2 unconnected molecules or ions with the total composition C5H9N4O in a non-equilibrium geometry, with properties calculated with the ωB97M-V functional and the def2-TZVPD basis.

XYZ file:
```
19
Properties=species:S:1:pos:R:3:mulliken_charge:R:1
C -2.06 0.11 0.16 1.0419
C 0.50 2.07 -0.02 -1.2577
C 0.01 -2.29 -0.66 -0.8797
C 0.44 0.56 -0.02 -0.5456
C -0.76 0.08 0.70 0.0943
N -3.91 0.45 -0.93 -0.4070
N -2.56 0.58 -1.03 -0.3655
N -3.05 -0.50 0.87 -0.3340
N -4.19 -0.30 0.21 -0.4996
O -0.63 -0.38 2.04 -0.6206
H 0.45 2.44 1.05 0.2709
H -0.46 2.41 -0.55 0.3102
H 1.41 2.52 -0.46 0.3987
H -0.65 -1.67 -1.17 0.2206
H -0.59 -3.27 -0.35 0.2405
H 0.88 -1.77 -0.24 0.3701
H 0.45 0.19 -1.04 0.3179
H 1.36 0.16 0.47 0.2847
H -1.46 -0.83 2.25 0.3597
```

Summary:
LUMO (alpha / beta): 3.62 / 3.26 eV
Highest occupied orbital energy (alpha / beta): -5.0 / -2.6 eV
Charge: -1
Kohn-Sham gap (alpha / beta): 8.59 / 5.84 eV



7.
Below is a molecular structure, C5H9N4O in a non-equilibrium geometry, with properties calculated with the ωB97M-V functional and the def2-TZVPD basis.

XYZ file:
```
19
Properties=species:S:1:pos:R:3:mulliken_charge:R:1
C 2.05 -1.94 -1.90 -0.4697
C 1.32 -1.33 -2.93 0.0259
C 1.39 -1.50 -0.74 -0.4662
C -1.35 0.37 2.24 0.4111
C -0.87 2.62 1.90 -0.8620
N 0.38 -0.57 -2.33 -0.1483
N 0.32 -0.73 -1.01 0.5514
N -0.94 1.23 1.52 -0.1135
N -1.47 -0.61 2.86 -0.2648
O -0.69 -0.17 -0.34 -0.6592
H 2.77 -2.68 -2.10 0.3978
H 1.36 -1.20 -4.05 0.3799
H 1.52 -1.78 0.27 0.4420
H -1.72 2.91 2.61 0.3293
H 0.23 2.71 2.11 0.3364
H -1.21 3.22 1.07 0.3167
H -0.59 0.79 0.45 0.3295
H -2.23 -1.15 3.23 0.3232
H -0.29 -0.19 -2.85 0.1407
```

Summary:
LUMO (alpha / beta): -2.92 / -6.77 eV
Highest occupied orbital energy (alpha / beta): -9.3 / -13.8 eV
Spin multiplicity: 3
Charge: +1
Kohn-Sham gap (alpha / beta): 6.37 / 7.06 eV



8.
Below is 2 unconnected molecules or ions with the total composition C5H9N4O2 in a non-equilibrium geometry, with properties calculated with the ωB97M-V functional and the def2-TZVPD basis.

XYZ file:
```
20
Properties=species:S:1:pos:R:3:mulliken_charge:R:1
C 1.84 1.51 -0.82 -0.1773
C 1.77 -0.08 0.67 -0.5262
C 0.97 0.47 -1.52 0.0351
C -1.48 0.42 0.69 -1.0906
C -0.61 -0.72 0.08 -0.5124
N 2.41 1.14 0.25 -0.7089
N 0.05 3.23 -1.34 -0.7347
N 0.73 -0.49 -0.31 -0.0689
N -0.73 2.65 -1.93 1.1559
O -0.07 0.83 -2.20 -0.7526
O -1.74 2.54 -2.57 -0.6349
H 1.96 2.47 -1.32 0.5240
H 2.47 -0.83 0.55 0.3694
H 1.27 -0.01 1.68 0.3205
H 1.63 -0.11 -2.18 0.2051
H -2.49 -0.05 0.67 0.3262
H -1.09 0.83 1.60 0.3507
H -1.42 1.26 0.15 0.2458
H -0.61 -1.55 0.88 0.3142
H -1.20 -0.99 -0.78 0.3595
```

Summary:
LUMO: 4.10 eV
Highest occupied orbital energy: -3.7 eV
Charge: -1
Kohn-Sham gap: 7.79 eV



9.
Below is a gas-phase ion, C5H9N4O2 (charge +1) in a non-equilibrium geometry, with properties calculated with the ωB97M-V functional and the def2-TZVPD basis.

XYZ file:
```
20
Properties=species:S:1:pos:R:3:mulliken_charge:R:1
C 0.32 1.50 -1.75 -0.9621
N 0.55 0.56 -0.78 -0.2523
C 1.47 1.00 0.35 -1.0023
C -0.69 -0.19 0.26 1.1915
N -1.83 0.40 0.20 -0.3832
C -0.30 -1.38 0.69 -0.4513
C 0.94 -1.98 0.58 -0.0646
N 1.91 -2.48 0.24 -0.3566
N -1.27 -2.14 1.58 1.1288
O -0.87 -3.18 1.93 -0.5312
O -2.31 -1.52 1.71 -0.6742
H -0.30 2.28 -1.37 0.3569
H 1.26 1.69 -2.19 0.4230
H -0.31 1.15 -2.54 0.4130
H 1.19 -0.20 -0.98 0.3946
H 2.45 0.91 0.00 0.4649
H 1.27 2.04 0.59 0.3527
H 1.24 0.33 1.16 0.4571
H -2.75 -0.14 0.30 0.2845
H -1.98 1.35 0.00 0.2108
```

Summary:
LUMO: -4.78 eV
Highest occupied orbital energy: -14.2 eV
Charge: +1
Kohn-Sham gap: 9.47 eV
Structure (SMILES): C[NH+](C)/C(N)=C(\C#N)[N+](=O)[O-]



10.
Below is 2 unconnected molecules or ions with the total composition C5H9N5O2, with properties calculated with the ωB97M-V functional and the def2-TZVPD basis.

XYZ file:
```
21
Properties=species:S:1:pos:R:3:mulliken_charge:R:1
H 0.29 -3.51 -3.89 0.2173
N -0.34 -2.89 -3.38 -0.5859
C 0.23 -2.31 -2.41 0.4978
N -0.44 -1.37 -1.57 -0.5228
N 0.32 -0.94 -0.70 0.3895
O 1.58 -1.50 -0.80 -0.1824
N 1.49 -2.35 -1.88 -0.1288
H 2.32 -2.87 -2.13 0.2241
C 0.64 -0.33 2.02 -0.6784
N 0.11 0.90 1.47 -0.1424
C -1.19 1.22 1.44 0.1971
C -1.70 2.37 0.91 -0.7332
C -0.84 3.36 0.33 0.1873
O 0.39 3.28 0.24 -0.6623
H -0.18 -0.94 2.42 0.2938
H 1.19 -0.91 1.27 0.1928
H 1.35 -0.12 2.85 0.3098
H 0.73 1.60 1.05 0.2734
H -1.86 0.48 1.89 0.2326
H -2.76 2.55 0.94 0.3290
H -1.34 4.28 -0.07 0.2919
```

Summary:
LUMO: 0.04 eV
Highest occupied orbital energy: -8.2 eV
Kohn-Sham gap: 8.20 eV
Structure (SMILES): [H]/N=c1/nno[nH]1.CN/C=C\C=O



11.
Below is a molecular structure, C5H9NO, with properties calculated with the ωB97M-V functional and the def2-TZVPD basis.

XYZ file:
```
16
Properties=species:S:1:pos:R:3:mulliken_charge:R:1
C 1.98 0.30 -0.39 -1.0730
C 0.96 -0.57 0.27 0.7883
O 0.98 -1.40 1.14 -0.5426
H 0.18 -0.97 -0.85 0.0617
H 1.53 0.94 -1.14 0.3414
H 2.43 0.92 0.38 0.3274
H 2.74 -0.35 -0.83 0.3426
C -0.51 0.74 0.61 -0.2127
C -0.88 -0.39 -0.58 -0.0713
C -1.87 -1.24 -0.13 -1.0683
N -0.42 1.96 0.26 -0.6744
H -0.71 2.60 1.00 0.2363
H -0.84 0.37 1.59 0.5006
H -1.02 0.20 -1.48 0.4514
H -1.71 -1.88 0.73 0.2853
H -2.85 -1.23 -0.59 0.3073
```

Summary:
LUMO (alpha / beta): -0.16 / -0.04 eV
Highest occupied orbital energy (alpha / beta): -6.9 / -7.5 eV
Kohn-Sham gap (alpha / beta): 6.78 / 7.46 eV



12.
Below is 2 unconnected molecules or ions with the total composition C5H9NO in a non-equilibrium geometry, with properties calculated with the ωB97M-V functional and the def2-TZVPD basis.

XYZ file:
```
16
Properties=species:S:1:pos:R:3:mulliken_charge:R:1
C -1.58 -0.72 -1.20 -0.7081
C -0.32 -0.39 -1.06 0.4196
C -0.10 0.67 0.80 0.7036
C -1.29 0.65 1.62 -1.4872
C 2.13 -0.53 -1.21 -0.5709
N 1.09 0.92 1.06 -0.5525
O 0.79 -0.59 -1.77 -0.4289
H -1.90 -1.34 -2.03 0.3264
H -2.23 -0.37 -0.39 0.1413
H -2.12 1.14 1.10 0.3579
H -1.21 1.13 2.60 0.3666
H -1.56 -0.33 1.77 0.4260
H 2.13 -1.35 -0.47 0.2788
H 2.16 0.46 -0.67 0.2657
H 2.71 -0.48 -2.15 0.2642
H 1.29 1.12 2.01 0.1978
```

Summary:
LUMO: 0.99 eV
Highest occupied orbital energy: -8.3 eV
Kohn-Sham gap: 9.25 eV



13.
Below is 2 unconnected molecules or ions with the total composition C5H9NO, with properties calculated with the ωB97M-V functional and the def2-TZVPD basis.

XYZ file:
```
16
Properties=species:S:1:pos:R:3:mulliken_charge:R:1
O 2.52 -0.84 0.21 -0.3152
N 1.59 -1.09 -0.53 -0.2790
C 0.47 -0.25 -0.28 0.6480
C 0.39 1.13 0.34 -0.3353
C -0.86 1.38 -0.57 -0.6264
C -0.73 -0.02 -1.16 -0.3359
C -0.82 -1.02 -0.07 -0.8973
H 0.21 1.16 1.42 0.2142
H 1.24 1.77 0.09 0.2876
H -0.68 2.17 -1.30 0.2754
H -1.81 1.57 -0.06 0.2787
H -0.84 -0.30 -2.20 0.3961
H -1.41 -0.80 0.82 0.3400
H -0.77 -2.07 -0.35 0.3139
H 0.40 -1.41 1.88 -0.0811
H 1.14 -1.35 1.96 0.1163
```

Summary:
LUMO: 0.25 eV
Highest occupied orbital energy: -9.0 eV
Kohn-Sham gap: 9.28 eV
Structure (SMILES): O=N[C@@]12CC[C@@H]1C2.[H][H]



14.
Below is C5H9NO in the gas phase in a non-equilibrium geometry, with properties calculated with the ωB97M-V functional and the def2-TZVPD basis.

XYZ file:
```
16
Properties=species:S:1:pos:R:3:mulliken_charge:R:1
C -2.42 -1.44 -0.99 -0.7606
C -1.41 -0.96 -0.18 0.1276
C -1.23 0.46 0.15 -0.7110
C 0.09 1.17 -0.18 -0.5543
C 1.37 0.39 0.19 0.4090
N 1.36 -0.02 1.49 -0.3480
O 2.32 0.27 -0.65 -0.6386
H -2.64 -2.50 -1.42 0.2332
H -3.03 -0.69 -1.52 0.2077
H -0.60 -1.65 0.29 0.2449
H -1.45 0.68 1.17 0.3667
H -1.87 0.91 -0.53 0.3406
H 0.02 2.23 0.04 0.3515
H 0.15 1.16 -1.32 0.2537
H 0.69 0.29 2.20 0.2167
H 2.26 -0.23 1.87 0.2609
```

Summary:
LUMO: 0.73 eV
Highest occupied orbital energy: -9.6 eV
Kohn-Sham gap: 10.35 eV
Structure (SMILES): C=CCCC(N)=O